No. 1
This record from OMol25 describes a structure of composition C6H9AgO4 at a distorted geometry. The level of theory is the ωB97M-V functional and the def2-TZVPD basis.

* total charge: +1
* energy relative to the best compared isomer or geometry (same formula, charge and spin): 0.00 kJ/mol
* frontier orbital gap (spin up / spin down): 5.35 / 3.63 eV
* multiplicity: 2
* total energy: -681.47644 Ha

Geometry (Å):
O  2.45  0.18  0.50
C  1.43  -0.45  0.11
O  1.40  -0.88  -1.09
O  0.42  -0.52  0.93
C  -0.93  -0.77  0.50
Ag  3.38  -0.36  -1.22
H  -0.81  -0.98  -0.57
H  -1.11  -1.52  1.28
C  -3.24  -1.12  1.79
C  -3.24  -0.07  0.93
H  -2.88  -2.14  1.65
H  -3.88  -1.07  2.67
H  -4.20  0.25  0.49
C  -2.01  0.50  0.34
C  -2.31  1.09  -1.03
O  -1.18  1.77  -1.53
H  -1.55  1.28  0.98
H  -3.16  1.79  -0.95
H  -2.61  0.28  -1.72
H  -1.37  2.11  -2.41


No. 2
This record from OMol25 describes a structure of composition C15H30I2N3O5PPdSe. The level of theory is the ωB97M-V functional and the def2-TZVPD basis.

* energy relative to the best compared isomer or geometry (same formula, charge and spin): 146.70 kJ/mol
* frontier orbital gap (spin up / spin down): 6.88 / 5.23 eV
* multiplicity: 3
* total energy: -4596.18630 Ha

Geometry (Å):
Pd  0.69  1.26  -0.70
Se  1.51  1.43  -2.86
C  3.24  1.84  -2.46
N  4.35  2.07  -2.21
C  -4.02  3.38  -1.79
N  -4.28  2.14  -1.08
C  -5.61  1.95  -0.52
C  -5.53  1.16  0.77
C  -4.83  -0.15  0.49
N  -3.58  0.08  -0.22
C  -2.46  -0.82  0.00
C  -3.28  1.25  -0.87
O  -2.13  1.47  -1.28
H  -4.08  4.23  -1.10
H  -4.75  3.50  -2.59
H  -3.02  3.33  -2.21
H  -6.26  1.44  -1.25
H  -6.04  2.94  -0.34
H  -6.53  0.98  1.16
H  -4.96  1.74  1.50
H  -5.48  -0.82  -0.08
H  -4.60  -0.65  1.43
H  -1.73  -0.33  0.66
H  -1.62  -0.38  -1.63
H  -2.84  -1.71  0.49
I  -0.03  3.75  -0.07
I  -2.70  3.68  1.85
C  3.44  1.87  1.66
C  3.73  0.39  1.74
C  3.27  -0.25  3.04
C  5.19  0.09  1.45
O  3.03  -0.29  0.62
P  1.48  -0.43  0.41
O  0.56  0.28  1.36
O  -1.85  -1.22  -1.20
O  1.14  -1.93  0.20
C  1.70  -2.94  -0.75
C  2.90  -2.39  -1.50
C  2.09  -4.10  0.15
C  0.57  -3.29  -1.69
H  4.06  2.41  2.38
H  2.40  2.08  1.90
H  3.67  2.24  0.66
H  3.83  0.19  3.87
H  3.46  -1.32  3.03
H  2.21  -0.06  3.21
H  5.81  0.52  2.23
H  5.48  0.53  0.49
H  5.37  -0.99  1.41
H  3.73  -2.16  -0.84
H  2.63  -1.49  -2.06
H  3.23  -3.14  -2.22
H  2.89  -3.81  0.83
H  2.43  -4.94  -0.46
H  1.22  -4.43  0.73
H  0.27  -2.42  -2.27
H  -0.30  -3.65  -1.14
H  0.91  -4.08  -2.37


No. 3
This record from OMol25 describes a cluster of 2 separate species, C2H4INO in total at a distorted geometry. The level of theory is the ωB97M-V functional and the def2-TZVPD basis.

* energy relative to the best compared isomer or geometry (same formula, charge and spin): 269.33 kJ/mol
* frontier orbital gap (spin up / spin down): 8.42 / 5.92 eV
* multiplicity: 1
* total energy: -506.17157 Ha

Geometry (Å):
C  0.17  -0.72  0.26
C  -0.54  1.45  -0.24
N  -0.09  -1.47  -0.69
O  -0.09  0.46  0.65
I  2.09  -2.66  2.30
H  0.31  2.24  -0.26
H  -1.43  2.10  0.09
H  -0.78  0.90  -1.22
H  0.36  -2.30  -0.89


No. 4
This record from OMol25 describes a cluster of 8 separate species, C36H66Br3N3O29S7 in total at a distorted geometry. The level of theory is the ωB97M-V functional and the def2-TZVPD basis.

* frontier orbital gap: 8.96 eV
* multiplicity: 1
* structure (SMILES): C#CCCC[C@](N)(OC[C@@H](CCCCCN)N(CC#C)[C@H](Br)[C@@H](C)Br)[C@@H](Br)CC.O=S1(=O)OCCO1.O=S1(=O)OCCO1.O=S1(=O)OCCO1.O=S1(=O)OCCO1.O=S1(=O)OCCO1.O=S1(=O)OCCO1.O=S1(=O)OCCO1
* total energy: -14266.62309 Ha

Geometry (Å):
C  -5.20  -1.88  0.44
C  -4.27  -1.66  1.16
C  -3.21  -1.46  2.15
C  -1.84  -1.27  1.44
C  -0.91  -0.38  2.26
C  0.24  0.29  1.50
N  0.85  1.21  2.46
O  -0.34  0.92  0.37
C  0.53  1.74  -0.39
C  -0.27  2.42  -1.54
C  -0.41  1.39  -2.67
C  -1.53  0.35  -2.50
C  -1.27  -0.87  -3.40
C  -1.79  -2.18  -2.77
C  -3.25  -2.47  -3.13
N  -3.40  -3.84  -3.66
N  -1.53  2.92  -1.02
C  -1.43  3.73  0.18
C  -0.34  4.72  0.20
C  0.63  5.42  0.17
C  -2.45  3.38  -1.98
Br  -2.28  5.33  -2.44
C  -3.95  3.25  -1.57
C  -4.81  3.06  -2.82
Br  -4.25  1.67  -0.44
C  1.35  -0.71  1.06
Br  2.05  -1.76  2.55
C  0.96  -1.62  -0.11
C  2.05  -1.74  -1.19
H  -6.01  -1.97  -0.25
H  -3.48  -0.55  2.69
H  -3.16  -2.32  2.81
H  -1.41  -2.26  1.32
H  -2.04  -0.87  0.45
H  -0.54  -0.86  3.15
H  -1.52  0.47  2.60
H  0.32  2.08  2.45
H  1.78  1.48  2.15
H  1.05  2.49  0.21
H  1.27  1.11  -0.89
H  0.40  3.21  -1.90
H  0.53  0.86  -2.83
H  -0.60  1.92  -3.61
H  -1.60  -0.01  -1.48
H  -2.47  0.78  -2.84
H  -1.77  -0.76  -4.37
H  -0.21  -1.00  -3.61
H  -1.20  -2.99  -3.20
H  -1.63  -2.20  -1.69
H  -3.89  -2.33  -2.25
H  -3.62  -1.79  -3.90
H  -4.32  -3.96  -4.06
H  -3.31  -4.51  -2.90
H  -1.29  3.07  1.04
H  -2.35  4.27  0.38
H  1.39  6.15  0.29
H  -2.35  2.86  -2.92
H  -4.27  4.08  -0.96
H  -4.42  3.70  -3.61
H  -5.85  3.28  -2.60
H  -4.75  2.02  -3.12
H  2.20  -0.11  0.75
H  0.05  -1.23  -0.57
H  0.69  -2.59  0.29
H  2.51  -2.72  -1.13
H  1.59  -1.69  -2.18
H  2.80  -0.96  -1.11
O  -0.27  -5.23  -2.09
S  -1.13  -5.47  -0.99
O  -1.63  -4.40  -0.19
O  -0.46  -6.57  -0.05
C  -1.34  -7.70  0.11
C  -2.14  -7.73  -1.17
O  -2.38  -6.35  -1.48
H  -1.98  -7.52  0.97
H  -0.76  -8.59  0.26
H  -3.08  -8.25  -1.06
H  -1.57  -8.17  -1.99
O  -1.52  -10.46  0.91
S  -2.56  -11.34  1.33
O  -2.78  -11.62  2.69
O  -2.42  -12.70  0.51
C  -3.63  -12.98  -0.21
C  -4.21  -11.62  -0.51
O  -3.94  -10.85  0.68
H  -4.29  -13.57  0.43
H  -3.40  -13.55  -1.11
H  -5.28  -11.64  -0.70
H  -3.70  -11.14  -1.35
O  4.23  5.95  -5.45
S  3.97  7.06  -4.62
O  4.75  8.25  -4.70
O  3.92  6.56  -3.10
C  2.66  6.90  -2.51
C  1.68  6.91  -3.66
O  2.43  7.48  -4.75
H  2.75  7.89  -2.05
H  2.40  6.17  -1.75
H  0.80  7.50  -3.47
H  1.39  5.89  -3.94
O  2.58  13.88  -7.86
S  2.35  12.56  -7.40
O  1.05  11.99  -7.39
O  3.01  12.41  -5.95
C  3.97  11.33  -5.95
C  4.49  11.29  -7.37
O  3.33  11.56  -8.18
H  3.46  10.41  -5.69
H  4.75  11.53  -5.23
H  4.91  10.33  -7.64
H  5.22  12.08  -7.56
O  5.68  -6.11  6.24
S  5.30  -6.57  4.96
O  5.81  -7.78  4.43
O  5.53  -5.38  3.91
C  4.31  -5.07  3.23
C  3.22  -5.42  4.22
O  3.70  -6.61  4.86
H  4.24  -5.70  2.33
H  4.29  -4.03  2.94
H  2.26  -5.61  3.75
H  3.10  -4.64  4.98
O  1.01  -0.91  6.12
S  0.39  -2.18  5.97
O  -0.16  -2.60  4.73
O  -0.72  -2.34  7.12
C  -0.45  -3.51  7.91
C  1.05  -3.68  7.84
O  1.38  -3.32  6.49
H  -0.97  -4.35  7.45
H  -0.81  -3.36  8.92
H  1.37  -4.69  8.05
H  1.56  -2.99  8.51
O  2.61  8.98  3.87
S  2.81  7.61  3.54
O  3.50  7.23  2.36
O  1.40  6.87  3.58
C  1.44  5.77  4.49
C  2.46  6.18  5.53
O  3.47  6.86  4.78
H  1.76  4.88  3.95
H  0.45  5.60  4.92
H  2.88  5.34  6.07
H  2.03  6.89  6.25